# 1
Computed, not measured: a molecular structure, C50H50Cl3CoF5Ge2S4Si in a non-equilibrium geometry, with ωB97M-V with the def2-TZVPD basis set.

Expectation value of S²: 6.02
Relative energy (zero: lowest compared OMol25 entry of this formula, charge and spin): 0.000 eV
Frontier orbital gap (spin up / spin down): 7.621 / 6.809 eV
Multiplicity: 5
M: 1212.81 g mol⁻¹
E_HOMO (spin up / spin down): -5.3 / -5.9 eV
LUMO level (spin up / spin down): 2.30 / 0.88 eV
Net charge: -1

Element x y z (Å)
Co: -2.739 0.141 -2.280
C: 3.420 -5.182 2.558
C: 3.408 -4.088 1.521
C: 3.156 -4.370 0.186
C: 3.173 -3.375 -0.783
C: 2.901 -3.720 -2.226
C: 3.436 -2.054 -0.404
C: 3.682 -1.744 0.937
C: 3.985 -0.339 1.389
C: 3.661 -2.769 1.877
C: 3.615 -1.022 -1.475
C: 4.901 -0.985 -2.020
C: 5.241 -0.076 -3.006
C: 4.284 0.813 -3.460
C: 2.987 0.790 -2.952
C: 2.635 -0.139 -1.959
Ge: 0.750 -0.153 -1.343
S: -0.664 -0.272 -3.024
S: 0.204 1.495 0.091
Ge: -1.107 -0.139 0.922
S: -3.052 -0.221 -0.125
S: 0.201 -1.798 0.118
C: -1.766 0.029 2.790
C: -2.296 -1.113 3.411
C: -2.996 -0.981 4.605
C: -3.167 0.264 5.189
C: -2.632 1.388 4.582
C: -1.933 1.291 3.380
C: -1.396 2.551 2.778
C: -0.061 2.916 2.963
C: 0.911 2.063 3.740
C: 0.401 4.106 2.404
C: -0.426 4.929 1.661
C: 0.084 6.201 1.036
C: -1.758 4.558 1.503
C: -2.263 3.394 2.060
C: -3.721 3.054 1.888
C: -2.094 -2.467 2.819
C: -0.852 -3.092 2.953
C: 0.278 -2.476 3.743
C: -0.650 -4.336 2.357
C: -1.651 -4.963 1.636
C: -1.412 -6.285 0.954
C: -2.895 -4.341 1.551
C: -3.143 -3.114 2.144
C: -4.514 -2.496 2.049
C: 2.069 1.868 -3.439
C: 1.425 1.780 -4.674
C: 1.521 0.554 -5.548
C: 0.682 2.870 -5.125
C: 0.575 4.036 -4.389
C: -0.192 5.226 -4.903
C: 1.230 4.106 -3.163
C: 1.981 3.049 -2.678
C: 2.731 3.193 -1.375
H: 3.300 -6.163 2.096
H: 2.613 -5.048 3.280
H: 4.359 -5.180 3.114
H: 2.948 -5.393 -0.115
H: 2.603 -4.764 -2.321
H: 3.785 -3.555 -2.845
H: 2.103 -3.096 -2.634
H: 4.312 0.295 0.565
H: 4.763 -0.343 2.155
H: 3.090 0.120 1.815
H: 3.863 -2.528 2.918
H: 5.640 -1.678 -1.634
H: 6.248 -0.052 -3.406
H: 4.529 1.550 -4.216
H: -3.395 -1.870 5.081
H: -3.712 0.357 6.121
H: -2.761 2.368 5.029
H: 0.477 1.111 4.040
H: 1.241 2.582 4.643
H: 1.794 1.857 3.133
H: 1.447 4.373 2.531
H: 1.145 6.345 1.241
H: -0.459 7.067 1.421
H: -0.058 6.180 -0.047
H: -2.419 5.185 0.913
H: -4.226 3.822 1.304
H: -4.223 2.957 2.852
H: -3.844 2.102 1.365
H: -0.013 -1.542 4.219
H: 1.130 -2.276 3.091
H: 0.601 -3.164 4.527
H: 0.325 -4.808 2.446
H: -0.406 -6.653 1.153
H: -1.530 -6.184 -0.127
H: -2.128 -7.036 1.295
H: -3.693 -4.822 0.992
H: -5.149 -3.082 1.384
H: -4.462 -1.479 1.656
H: -4.993 -2.447 3.030
H: 2.107 -0.234 -5.080
H: 1.982 0.804 -6.507
H: 0.525 0.157 -5.743
H: 0.172 2.794 -6.081
H: -0.683 5.001 -5.850
H: 0.478 6.075 -5.057
H: -0.959 5.530 -4.188
H: 1.145 5.011 -2.567
H: 2.587 4.192 -0.961
H: 3.800 3.027 -1.521
H: 2.389 2.469 -0.631
F: -3.669 -2.199 -3.819
C: -4.153 -1.111 -3.142
F: -4.739 -0.297 -4.107
C: -5.330 -1.632 -2.312
F: -4.947 -2.651 -1.531
F: -6.336 -2.076 -3.086
F: -5.828 -0.663 -1.533
Cl: -5.075 3.018 -2.073
Si: -3.205 2.399 -2.793
Cl: -1.930 3.897 -2.082
Cl: -3.323 2.824 -4.841


# 2
Computed, not measured: a molecular structure, C28H26Cl5CrN6O2, with ωB97M-V with the def2-TZVPD basis set.

Expectation value of S²: 3.79
Frontier orbital gap (spin up / spin down): 6.008 / 5.883 eV
Multiplicity: 4
M: 707.82 g mol⁻¹
E_HOMO (spin up / spin down): -12.9 / -12.9 eV
LUMO level (spin up / spin down): -6.92 / -7.04 eV
Net charge: +2

Element x y z (Å)
Cr: 0.696 -0.285 0.476
O: -2.652 4.964 -1.988
C: -2.113 4.185 -2.788
O: -2.244 3.940 -3.992
C: -1.082 3.239 -2.068
C: -0.758 3.446 -0.728
C: -0.099 2.442 -0.049
N: 0.160 1.268 -0.653
C: -0.077 1.087 -1.962
C: -0.652 2.086 -2.718
C: 0.229 -0.281 -2.417
C: 0.208 -0.664 -3.749
C: 0.524 -1.974 -4.078
C: 0.852 -2.868 -3.068
C: 0.857 -2.420 -1.761
N: 0.542 -1.158 -1.432
C: 0.359 2.476 1.355
C: 0.378 3.625 2.128
C: 0.884 3.558 3.418
C: 1.362 2.349 3.903
C: 1.313 1.240 3.081
N: 0.819 1.296 1.837
H: -1.110 4.366 -0.275
H: -0.896 2.007 -3.772
H: -0.032 0.059 -4.515
H: 0.526 -2.289 -5.114
H: 1.121 -3.892 -3.283
H: 1.126 -3.074 -0.941
H: 0.020 4.559 1.719
H: 0.913 4.446 4.035
H: 1.773 2.262 4.898
H: 1.680 0.274 3.408
N: -2.710 -1.750 -1.304
C: -3.866 -1.919 -0.335
C: -3.343 -2.055 1.090
C: -2.705 -0.802 1.693
N: -1.191 -0.741 1.530
C: -3.480 0.472 1.343
C: -4.080 0.583 -0.056
N: -3.026 0.884 -1.048
C: -4.786 -0.710 -0.474
H: -1.907 -2.318 -1.045
H: -2.481 -0.695 -1.295
H: -2.987 -2.004 -2.252
H: -4.382 -2.837 -0.616
H: -2.696 -2.927 1.197
H: -4.223 -2.274 1.700
H: -2.815 -0.920 2.774
H: -0.867 -1.647 1.878
H: -0.920 -0.090 2.266
H: -2.894 1.366 1.580
H: -4.326 0.496 2.035
H: -4.818 1.388 -0.027
H: -2.477 1.672 -0.719
H: -3.458 1.217 -1.910
H: -5.159 -0.619 -1.498
H: -5.662 -0.883 0.153
Cl: -0.070 -3.803 2.090
C: 1.538 -3.162 1.876
C: 1.691 -1.901 1.317
C: 3.001 -1.520 1.117
Cl: 3.137 0.027 0.245
C: 4.135 -2.238 1.452
Cl: 5.697 -1.632 1.139
C: 3.927 -3.483 2.052
Cl: 5.266 -4.428 2.518
C: 2.621 -3.955 2.256
Cl: 2.373 -5.491 2.963


# 3
Computed, not measured: 6 unconnected molecules or ions with the total composition C25H50BFIN6O6, with ωB97M-V with the def2-TZVPD basis set.

Relative energy (zero: lowest compared OMol25 entry of this formula, charge and spin): 0.000 eV
Frontier orbital gap: 6.727 eV
M: 687.43 g mol⁻¹
E_HOMO: -4.8 eV
LUMO level: 1.90 eV
Net charge: -1

Element x y z (Å)
O: 3.010 2.412 -0.297
C: 4.094 1.611 -0.615
C: 5.368 2.155 -0.556
C: 6.482 1.357 -0.800
C: 6.306 0.007 -1.099
C: 5.023 -0.519 -1.156
C: 3.889 0.264 -0.927
C: 2.514 -0.356 -1.005
N: 1.864 -0.123 -2.293
C: 0.893 0.976 -2.374
C: -0.557 0.554 -2.154
C: -1.023 0.438 -0.709
B: -2.474 -0.252 -0.559
F: -3.157 0.099 0.626
I: -2.170 -2.552 -0.415
H: 2.772 2.944 -1.065
H: 5.455 3.209 -0.329
H: 7.476 1.786 -0.761
H: 7.158 -0.629 -1.303
H: 4.906 -1.569 -1.400
H: 2.660 -1.432 -0.896
H: 1.903 -0.030 -0.160
H: 1.371 -0.968 -2.549
H: 1.156 1.723 -1.619
H: 0.990 1.453 -3.353
H: -1.194 1.288 -2.660
H: -0.723 -0.404 -2.662
H: -0.283 -0.125 -0.131
H: -1.070 1.439 -0.259
H: -3.202 -0.089 -1.527
C: 5.268 7.687 0.815
C: 5.634 6.240 0.566
O: 5.194 5.621 -0.384
N: 6.474 5.646 1.458
C: 7.079 6.217 2.641
H: 4.596 7.997 0.022
H: 4.767 7.806 1.776
H: 6.152 8.326 0.808
H: 6.665 4.678 1.249
H: 8.169 6.187 2.584
H: 6.769 5.685 3.541
H: 6.777 7.255 2.743
C: -5.829 -2.571 -1.603
C: -7.187 -2.198 -1.082
O: -8.184 -2.906 -1.188
N: -7.239 -1.015 -0.420
C: -6.176 -0.025 -0.289
H: -5.870 -3.521 -2.128
H: -5.438 -1.806 -2.274
H: -5.126 -2.660 -0.775
H: -8.134 -0.820 -0.002
H: -5.883 0.101 0.754
H: -6.502 0.942 -0.672
H: -5.293 -0.329 -0.840
C: 8.605 -4.651 -1.157
C: 7.546 -3.624 -0.820
O: 6.589 -3.420 -1.543
N: 7.699 -2.919 0.334
C: 8.756 -3.017 1.315
H: 8.328 -5.111 -2.100
H: 9.587 -4.187 -1.258
H: 8.668 -5.420 -0.386
H: 6.963 -2.245 0.491
H: 8.363 -3.296 2.295
H: 9.289 -2.070 1.419
H: 9.472 -3.775 1.012
C: -5.993 5.124 0.758
C: -5.287 3.787 0.658
O: -5.114 3.218 -0.400
N: -4.831 3.228 1.815
C: -4.932 3.738 3.163
H: -6.280 5.417 -0.246
H: -6.884 5.055 1.382
H: -5.337 5.885 1.182
H: -4.346 2.353 1.666
H: -3.946 3.906 3.599
H: -5.476 3.046 3.810
H: -5.465 4.684 3.160
C: -7.990 -6.001 -0.552
C: -7.503 -7.414 -0.348
O: -7.240 -8.167 -1.271
N: -7.363 -7.840 0.942
C: -7.607 -7.096 2.158
H: -8.028 -5.789 -1.614
H: -8.987 -5.870 -0.129
H: -7.329 -5.274 -0.083
H: -7.029 -8.787 1.020
H: -6.700 -7.003 2.758
H: -8.376 -7.573 2.770
H: -7.946 -6.095 1.910


# 4
Computed, not measured: a molecular structure, C37H36FN2O5STl, with ωB97M-V with the def2-TZVPD basis set.

Relative energy (zero: lowest compared OMol25 entry of this formula, charge and spin): 0.007 eV
Frontier orbital gap: 5.348 eV
M: 844.15 g mol⁻¹
E_HOMO: -1.2 eV
LUMO level: 4.15 eV
Net charge: -2

Element x y z (Å)
Tl: 0.549 0.296 -1.698
C: -2.336 4.314 0.484
O: -3.198 3.944 -0.580
C: -3.687 2.646 -0.465
C: -5.048 2.500 -0.356
C: -5.627 1.228 -0.267
C: -4.786 0.130 -0.287
C: -3.393 0.239 -0.401
C: -2.660 -1.025 -0.457
N: -1.409 -1.232 -0.636
N: -1.058 -2.572 -0.533
C: -0.054 -2.923 -1.305
O: 0.521 -2.248 -2.207
C: 0.430 -4.333 -1.063
C: 1.755 -4.644 -1.357
C: 2.248 -5.924 -1.134
C: 1.415 -6.916 -0.631
C: 0.089 -6.614 -0.343
C: -0.398 -5.329 -0.551
C: -2.770 1.536 -0.484
O: -1.521 1.718 -0.557
H: -1.952 5.311 0.254
H: -1.511 3.605 0.579
H: -2.885 4.359 1.433
H: -5.661 3.396 -0.346
H: -6.700 1.115 -0.173
H: -5.210 -0.868 -0.217
H: -3.280 -1.917 -0.333
H: 2.387 -3.855 -1.743
H: 3.285 -6.150 -1.355
H: 1.796 -7.918 -0.459
H: -0.568 -7.385 0.046
H: -1.422 -5.074 -0.310
O: 2.490 2.831 -0.420
S: 1.087 3.201 -0.098
C: 1.197 4.156 1.521
C: 2.532 4.800 1.660
C: 2.706 6.171 1.475
C: 3.971 6.743 1.529
C: 5.084 5.947 1.762
C: 4.923 4.579 1.948
C: 3.659 4.009 1.898
C: 0.772 4.687 -1.154
C: 0.538 4.220 -2.560
C: 1.614 3.804 -3.344
C: 1.405 3.314 -4.624
C: 0.117 3.230 -5.135
C: -0.960 3.628 -4.354
C: -0.751 4.117 -3.073
H: 1.039 3.352 2.240
H: 0.366 4.863 1.544
H: 1.837 6.795 1.287
H: 4.086 7.812 1.382
H: 6.071 6.394 1.791
H: 5.787 3.949 2.123
H: 3.538 2.938 2.016
H: 1.671 5.299 -1.063
H: -0.102 5.197 -0.742
H: 2.613 3.836 -2.923
H: 2.249 2.970 -5.210
H: -0.050 2.837 -6.131
H: -1.970 3.534 -4.734
H: -1.602 4.382 -2.453
C: -1.632 1.226 3.060
C: -0.703 0.181 2.475
O: 0.453 0.824 1.961
H: -2.522 0.753 3.486
H: -1.942 1.912 2.269
H: -1.125 1.797 3.846
H: -1.217 -0.367 1.687
H: -0.409 -0.538 3.251
H: 0.730 0.380 1.135
F: 6.542 -1.494 0.529
C: 5.224 -1.180 0.323
C: 4.659 -1.420 -0.908
C: 3.315 -1.087 -1.091
C: 2.497 -0.513 -0.106
C: 3.153 -0.316 1.123
C: 4.493 -0.638 1.355
H: 5.261 -1.847 -1.704
H: 2.884 -1.298 -2.071
H: 2.608 0.112 1.959
H: 4.968 -0.471 2.317


# 5
Computed, not measured: 2 unconnected molecules or ions with the total composition H4OS in a non-equilibrium geometry, with ωB97M-V with the def2-TZVPD basis set.

Relative energy (zero: lowest compared OMol25 entry of this formula, charge and spin): 0.408 eV
Frontier orbital gap: 10.728 eV
SMILES string: O.S
M: 52.10 g mol⁻¹
E_HOMO: -9.8 eV
LUMO level: 0.94 eV

Element x y z (Å)
S: 0.998 -2.075 -1.893
H: 1.477 -1.471 -3.103
H: -0.202 -2.486 -2.269
H: -2.012 4.456 3.063
H: -0.888 3.576 3.676
O: -1.792 3.642 3.616


# 6
Computed, not measured: a molecular structure, C28H46NOP2Pt in a non-equilibrium geometry, with ωB97M-V with the def2-TZVPD basis set.

Expectation value of S²: 8.77
Relative energy (zero: lowest compared OMol25 entry of this formula, charge and spin): 0.617 eV
Frontier orbital gap (spin up / spin down): 6.501 / 5.461 eV
Multiplicity: 6
M: 669.71 g mol⁻¹
E_HOMO (spin up / spin down): -11.9 / -13.4 eV
LUMO level (spin up / spin down): -5.43 / -7.90 eV
Net charge: +2

Element x y z (Å)
Pt: -0.255 -1.495 -4.640
C: -1.336 -1.009 1.032
C: -0.980 -2.078 0.152
C: 0.902 -1.455 1.319
C: -0.173 -0.644 1.753
C: 0.375 -2.387 0.399
C: -2.681 -0.388 1.211
H: -3.365 -0.607 0.377
H: -2.573 0.706 1.295
H: -3.194 -0.734 2.131
C: -0.091 0.461 2.759
H: -1.084 0.907 2.969
H: 0.579 1.272 2.396
H: 0.344 0.117 3.721
C: 2.320 -1.284 1.782
H: 2.430 -1.138 2.876
H: 2.814 -0.412 1.305
H: 2.925 -2.160 1.521
C: 1.117 -3.540 -0.162
H: 0.613 -4.487 0.049
H: 2.109 -3.583 0.289
H: 1.175 -3.454 -1.253
C: -1.864 -2.765 -0.841
H: -2.196 -3.751 -0.447
H: -1.339 -3.003 -1.791
H: -2.752 -2.192 -1.104
C: -0.961 2.940 -1.639
C: -2.075 2.204 -1.477
C: -2.359 0.832 -1.994
C: -1.460 0.292 -3.112
C: -0.024 0.270 -2.964
C: 1.029 0.869 -2.324
C: 1.234 2.317 -2.644
C: -0.143 2.945 -2.883
H: -3.362 0.846 -2.429
H: -1.837 0.732 -4.082
H: -2.415 -0.018 -1.288
H: -0.700 2.447 -3.702
H: -0.683 3.752 -0.968
H: -2.909 2.560 -0.872
H: 0.015 3.996 -3.219
H: 1.658 2.730 -1.701
H: 1.856 0.288 -1.935
H: 1.924 2.584 -3.477
H: -1.773 -0.794 -3.266
H: 0.164 -3.042 -4.423
P: -0.508 1.142 -5.748
C: -0.428 2.984 -6.102
C: -1.431 0.737 -7.277
P: 1.560 -0.934 -5.513
C: 1.262 0.798 -6.143
C: 1.110 -1.991 -6.905
C: 3.376 -0.744 -5.231
H: 0.539 3.415 -5.801
H: -1.241 3.513 -5.585
H: -0.558 3.146 -7.184
H: -1.023 1.335 -8.100
H: -2.468 1.048 -7.094
H: -1.402 -0.332 -7.497
H: 3.852 -0.269 -6.120
H: 3.823 -1.738 -5.070
H: 3.540 -0.091 -4.357
H: 1.888 1.512 -5.589
H: 1.457 0.895 -7.218
H: 1.722 -2.899 -6.848
H: 1.260 -1.399 -7.800
H: 0.056 -2.277 -6.722
O: 2.997 1.594 0.110
N: 2.699 2.704 0.732
C: 2.488 2.686 2.086
C: 1.929 3.782 2.720
C: 1.544 4.896 1.971
C: 1.814 4.914 0.598
C: 2.559 3.884 0.045
H: 2.769 1.766 2.600
H: 1.790 3.733 3.799
H: 1.055 5.743 2.458
H: 1.464 5.717 -0.051
H: 2.980 3.916 -0.961


Result set for calculated total energy: -305707.9753 -133514.9775 -59462.2686 -70416.0607 -12947.0706 -55117.8328 eV, one per record in the order listed.